(1)
{
  "formula": "C3H4BrF",
  "method": "wB97M-V/def2-TZVPD",
  "homo_lumo_gap_ev": 10.947,
  "charge": 0,
  "smiles": "C#CF.CBr",
  "homo_energy_ha": -0.3786,
  "total_energy_ev": -75932.5228,
  "elements": ["C", "C", "C", "F", "Br", "H", "H", "H", "H"],
  "coordinates": [[-0.6920, -1.6263, 0.8279], [-0.4695, -1.5403, 1.9864], [0.3536, 1.2964, -1.0334], [-0.2965, -1.2728, 3.2751], [1.3690, 0.4471, -2.4360], [0.7803, 1.1135, -0.0534], [-0.6830, -1.7550, -0.2257], [0.3175, 2.4418, -1.2592], [-0.6795, 0.8956, -1.0816]],
  "atomic_forces_ev_per_a": [[0.2, -0.2, -1.0], [0.3, 1.0, 3.2], [-1.2, 2.1, -0.5], [-0.3, -0.7, -2.1], [0.1, -0.1, 0.1], [0.2, -0.1, -0.1], [-0.2, -0.1, -0.1], [0.1, -2.2, 0.5], [0.7, 0.3, 0.1]]
}

(2)
{
  "formula": "CH5NOP",
  "method": "wB97M-V/def2-TZVPD",
  "homo_lumo_gap_ev": 8.885,
  "charge": 1,
  "homo_energy_ha": -0.5895,
  "total_energy_ev": -13931.5753,
  "elements": ["C", "N", "O", "P", "H", "H", "H", "H", "H"],
  "coordinates": [[1.0818, 0.5436, -0.3756], [0.3342, 1.0635, 0.6922], [-0.6392, 0.3368, 1.0442], [-1.4207, -1.3971, 0.6673], [0.4596, 0.2312, -1.2507], [1.8838, -0.1378, 0.0265], [1.7876, 1.2887, -0.8853], [-0.6412, -1.0463, -0.5714], [-2.8461, -0.8826, 0.6530]],
  "atomic_forces_ev_per_a": [[2.6, 0.7, -2.4], [-2.2, -1.7, 0.6], [0.7, 1.6, 0.9], [1.3, 1.6, -0.8], [0.3, -0.6, 0.9], [-1.1, -0.2, -0.3], [-1.2, -0.2, 1.3], [-2.1, -1.2, 0.4], [1.8, 0.0, -0.7]]
}

(3)
{
  "formula": "C38H116N8O16",
  "method": "wB97M-V/def2-TZVPD",
  "homo_lumo_gap_ev": 9.076,
  "charge": 0,
  "homo_energy_ha": -0.3184,
  "total_energy_ev": -85963.7980,
  "elements": ["O", "H", "H", "O", "H", "H", "O", "H", "H", "O", "H", "H", "O", "H", "H", "C", "C", "O", "H", "H", "H", "H", "H", "H", "C", "C", "O", "H", "H", "H", "H", "H", "H", "C", "C", "O", "H", "H", "H", "H", "H", "H", "C", "C", "C", "O", "C", "N", "H", "H", "H", "H", "H", "H", "H", "H", "H", "H", "H", "C", "C", "C", "O", "C", "N", "H", "H", "H", "H", "H", "H", "H", "H", "H", "H", "H", "C", "C", "C", "O", "C", "N", "H", "H", "H", "H", "H", "H", "H", "H", "H", "H", "H", "C", "C", "C", "O", "C", "N", "H", "H", "H", "H", "H", "H", "H", "H", "H", "H", "H", "C", "C", "C", "O", "C", "N", "H", "H", "H", "H", "H", "H", "H", "H", "H", "H", "H", "C", "C", "C", "O", "C", "N", "H", "H", "H", "H", "H", "H", "H", "H", "H", "H", "H", "C", "C", "C", "O", "C", "N", "H", "H", "H", "H", "H", "H", "H", "H", "H", "H", "H", "C", "C", "C", "O", "C", "N", "H", "H", "H", "H", "H", "H", "H", "H", "H", "H", "H"],
  "coordinates": [[-2.3221, 4.3561, -3.6906], [-1.7463, 4.2193, -2.9075], [-2.6228, 3.4550, -3.9225], [2.4003, -3.1123, -1.4994], [1.7757, -3.1315, -0.7530], [2.5984, -2.1669, -1.6236], [-0.1015, 0.5121, -6.4551], [-0.6179, -0.1100, -5.9007], [-0.7010, 0.7684, -7.1622], [3.6580, 2.3372, -2.0935], [3.9266, 2.6764, -2.9536], [3.3287, 3.1227, -1.6028], [-0.6953, 2.7771, 3.1404], [0.0597, 2.8190, 3.7417], [-0.5096, 1.9827, 2.6134], [5.8226, -0.3042, -1.0725], [4.8313, -0.9730, -2.0097], [3.5027, -0.5088, -1.7807], [5.5979, -0.4984, -0.0242], [5.9329, 0.7729, -1.2114], [6.8173, -0.7048, -1.2949], [4.8484, -2.0483, -1.8329], [5.1689, -0.7957, -3.0366], [3.5595, 0.4631, -1.7891], [-3.3372, 0.0821, 2.6643], [-2.1672, -0.3439, 3.5507], [-1.6490, -1.5968, 3.0965], [-3.6741, 1.0746, 2.9744], [-4.1727, -0.6048, 2.8431], [-3.1714, 0.0712, 1.5901], [-2.4746, -0.3468, 4.6018], [-1.3245, 0.3379, 3.4354], [-2.3764, -2.2284, 3.1643], [3.4386, 5.7047, -2.1121], [2.8705, 5.5764, -0.7205], [2.4375, 4.2363, -0.4277], [3.8296, 6.7081, -2.2728], [2.7145, 5.4662, -2.8963], [4.2247, 4.9773, -2.3318], [1.9962, 6.2305, -0.6078], [3.6164, 5.8486, 0.0371], [2.4328, 4.2629, 0.5564], [-0.4410, -6.2441, -1.9052], [-0.9050, -5.9532, -3.3242], [-0.0788, -4.9466, -4.0945], [0.0812, -3.7090, -3.4010], [1.3183, -3.0804, -3.6901], [-1.0147, -7.2052, -4.0306], [-1.0543, -6.9404, -1.3376], [-0.4424, -5.2842, -1.3791], [0.5747, -6.6512, -1.8421], [-1.9263, -5.5828, -3.1605], [-0.4960, -4.7170, -5.0783], [0.9029, -5.4295, -4.1867], [1.3051, -2.6833, -4.7111], [2.1731, -3.7565, -3.6153], [1.5105, -2.2547, -3.0081], [-0.1680, -7.7611, -4.0406], [-1.3088, -7.0968, -4.9957], [-1.7151, -1.4462, -0.9662], [-2.8714, -2.3119, -1.4701], [-4.2208, -1.5759, -1.4096], [-4.4780, -1.3540, -0.0368], [-5.8390, -1.0155, 0.1668], [-2.6442, -2.7537, -2.8250], [-1.8982, -0.3925, -1.2312], [-0.7592, -1.6513, -1.4519], [-1.5631, -1.3836, 0.1144], [-2.9346, -3.2027, -0.8364], [-4.9289, -2.2273, -1.9332], [-4.1853, -0.6057, -1.9231], [-6.1755, -0.2363, -0.5300], [-5.8984, -0.4711, 1.1124], [-6.4850, -1.8923, 0.1278], [-1.7546, -3.2576, -2.8534], [-2.4701, -1.9382, -3.4118], [-1.8929, 5.5129, -0.0479], [-1.5006, 4.0211, -0.2606], [-2.7181, 3.2047, -0.5786], [-3.5159, 3.1086, 0.5864], [-4.7071, 2.4073, 0.3661], [-0.5660, 4.0242, -1.3922], [-2.4898, 5.8451, -0.8983], [-0.9760, 6.1005, 0.0033], [-2.4680, 5.6411, 0.8691], [-0.9891, 3.7759, 0.6762], [-2.4860, 2.2225, -1.0292], [-3.3846, 3.6677, -1.3207], [-5.2971, 2.4179, 1.2799], [-4.4601, 1.3528, 0.1790], [-5.2980, 2.7282, -0.4987], [-0.2472, 3.0570, -1.5955], [0.3477, 4.3968, -1.1323], [0.6849, -3.4113, 7.5573], [-0.1457, -2.6517, 6.5187], [0.7237, -1.8236, 5.5714], [1.2064, -0.7125, 6.2973], [1.6313, 0.3356, 5.4463], [-0.9808, -3.6214, 5.8014], [0.0870, -3.7143, 8.4140], [1.4831, -2.7521, 7.9127], [1.2296, -4.2363, 7.0955], [-0.8165, -1.9932, 7.0856], [0.1545, -1.5917, 4.6663], [1.5780, -2.4733, 5.3348], [2.4795, -0.0293, 4.8486], [1.9967, 1.1333, 6.0893], [0.8833, 0.6980, 4.7350], [-1.7008, -3.9415, 6.4448], [-1.5541, -3.1555, 5.0967], [2.0118, 0.7230, 1.3814], [0.9538, 1.2359, 0.4471], [1.2558, 0.8999, -1.0100], [0.1730, 1.3500, -1.8023], [0.2484, 0.8939, -3.1453], [-0.3455, 0.6892, 0.8421], [2.2127, -0.3380, 1.2084], [1.7262, 0.8694, 2.4275], [2.9576, 1.2686, 1.3225], [0.8654, 2.3211, 0.5781], [1.2974, -0.1970, -1.1091], [2.2155, 1.2774, -1.3760], [1.2600, 0.9598, -3.5506], [-0.5475, 1.3677, -3.7147], [0.0120, -0.1813, -3.1031], [-0.2286, -0.3096, 0.9582], [-1.1286, 0.9324, 0.2559], [3.9299, -2.1612, 1.6934], [3.1341, -3.3397, 2.2330], [1.6132, -3.1709, 2.2171], [1.0473, -3.2978, 0.9335], [-0.3580, -3.1389, 0.9180], [3.5510, -4.5538, 1.5294], [3.7090, -1.9757, 0.6376], [4.9866, -2.4098, 1.7966], [3.7534, -1.1754, 2.1314], [3.3629, -3.4695, 3.2960], [1.3911, -2.1858, 2.6451], [1.2128, -3.9438, 2.8843], [-0.8685, -4.0468, 1.2510], [-0.6839, -2.9598, -0.1063], [-0.6997, -2.3083, 1.5384], [3.4527, -4.4228, 0.5238], [2.8469, -5.2620, 1.7273], [4.4097, 3.4850, 3.3040], [2.8923, 3.3598, 3.5124], [2.5168, 3.7929, 4.9466], [1.1015, 3.6456, 5.0527], [0.7151, 4.2182, 6.2955], [2.2705, 4.1824, 2.4620], [4.9739, 2.6927, 3.7977], [4.7698, 4.4548, 3.6561], [4.6351, 3.4194, 2.2395], [2.6080, 2.3132, 3.3942], [2.8363, 4.8283, 5.0911], [3.0544, 3.1174, 5.6163], [0.9891, 5.2751, 6.2824], [1.0869, 3.6945, 7.1809], [-0.3704, 4.1262, 6.3648], [1.2851, 4.2371, 2.7405], [2.5843, 5.1474, 2.5718], [-4.7587, 1.4008, -4.1749], [-3.3872, 0.8459, -4.5283], [-3.5077, -0.4654, -5.3266], [-2.1819, -1.0520, -5.3661], [-2.0213, -2.2602, -6.0520], [-2.6870, 1.9471, -5.2294], [-5.4017, 1.6303, -5.0253], [-4.6297, 2.2799, -3.5415], [-5.3207, 0.6974, -3.5530], [-2.8540, 0.6088, -3.6039], [-3.9733, -0.3125, -6.3023], [-4.0165, -1.2013, -4.6937], [-2.2024, -2.1382, -7.1287], [-2.7042, -3.0606, -5.7452], [-0.9989, -2.6187, -5.9510], [-3.3578, 2.2331, -5.9439], [-1.9019, 1.6399, -5.7900]],
  "atomic_forces_ev_per_a": [[-0.2, -0.5, 0.4], [0.1, 0.4, -0.3], [0.4, 0.5, -0.3], [0.5, 0.1, 1.5], [0.3, -0.1, 0.1], [0.1, -0.2, 0.3], [0.0, -0.2, 0.3], [0.1, 0.3, -0.4], [0.1, -0.2, -0.1], [0.5, 0.7, -0.2], [0.0, -0.1, 0.0], [-0.1, -0.5, 0.2], [0.4, -0.2, -0.1], [-0.2, 0.2, 0.3], [-0.3, 0.0, -0.5], [0.7, -0.2, -0.1], [0.4, 0.3, 0.4], [0.7, -0.2, -0.3], [-0.1, 0.0, 0.0], [-0.4, 0.0, -0.1], [0.0, -0.1, 0.2], [-0.2, 0.0, 0.0], [-0.3, 0.0, -0.1], [0.0, -0.3, -0.1], [-0.4, 0.1, 0.8], [0.1, 0.5, -1.1], [-0.5, -0.2, 0.9], [0.0, 0.0, -0.1], [0.0, 0.0, 0.0], [0.5, 0.0, 0.1], [0.1, -0.2, 0.0], [-0.2, 0.1, 0.1], [0.1, -0.1, -0.2], [0.0, -0.5, -0.6], [-0.3, -0.1, 0.0], [0.5, 0.7, 0.1], [0.0, 0.0, -0.1], [-0.4, 0.4, 0.2], [0.4, 0.2, 0.5], [0.2, 0.2, 0.0], [0.0, 0.2, -0.2], [-0.3, -1.0, 0.0], [0.9, 0.8, 0.4], [-1.2, -0.4, 0.8], [0.8, 0.4, 0.7], [0.3, -0.4, 0.3], [0.0, 0.6, -1.4], [-0.3, -0.6, -0.8], [-0.4, 0.0, -0.4], [0.2, -0.2, 0.2], [0.1, 0.2, -0.3], [0.0, 0.1, -0.5], [-0.1, -0.4, -0.2], [0.1, 0.2, -0.4], [-0.2, 0.0, -0.3], [-0.3, -0.1, 0.0], [-0.7, -0.2, -0.6], [0.1, 0.2, 0.2], [0.0, 0.1, 0.1], [-0.5, 2.0, -0.1], [0.3, 0.4, 0.2], [1.3, -0.7, 0.3], [-0.9, 0.0, -0.3], [0.4, 1.0, 0.3], [0.1, -0.2, -0.6], [-0.2, -0.1, -0.3], [0.0, -0.4, 0.1], [-0.6, -0.2, -0.5], [-0.3, 0.0, 0.0], [-0.4, 0.1, 0.4], [0.1, 0.0, -0.2], [0.0, -0.4, -0.4], [-0.1, -0.6, 0.3], [-0.1, 0.0, 0.0], [-0.3, 0.2, -0.1], [0.1, -0.1, 0.0], [-0.2, -0.7, -0.1], [0.8, 2.3, 0.0], [-1.0, -0.3, -0.1], [0.1, 0.0, 0.3], [0.4, -1.0, 0.0], [0.6, -1.3, -0.5], [0.1, 0.1, 0.0], [0.0, 0.1, 0.1], [0.0, 0.0, 0.0], [-0.4, -0.9, 0.1], [0.2, -0.2, 0.4], [0.6, 0.4, -0.3], [-0.1, 0.3, 0.0], [-0.1, -0.1, -0.1], [0.1, 0.5, 0.1], [-0.7, 0.5, 0.1], [-0.5, 0.5, 0.2], [0.7, 0.8, -0.3], [-0.5, -0.2, 0.7], [0.0, -1.2, 0.8], [-0.6, 0.7, -0.5], [0.9, -0.6, 0.1], [-0.6, 0.0, -0.5], [0.0, -0.3, -0.1], [-0.2, 0.1, 0.2], [-0.4, -0.3, 0.0], [0.3, 0.5, -0.1], [0.2, 0.4, 0.1], [0.0, 0.1, -0.5], [0.1, 0.1, -0.1], [-0.2, 0.1, -0.1], [-0.3, 0.0, 0.3], [0.3, -0.3, 0.2], [0.5, 0.2, -0.1], [0.5, -0.1, 0.4], [-0.8, 0.7, -0.5], [-0.2, -0.7, 0.2], [0.2, 0.4, -0.3], [-0.3, -1.2, 0.8], [0.8, 0.1, 1.3], [-0.1, 0.2, 0.0], [-0.4, -0.3, -0.1], [0.0, -0.1, -0.5], [0.2, 0.0, -0.2], [0.0, 0.0, 0.2], [-1.0, 0.3, 0.3], [-0.1, 0.5, -0.2], [0.4, 0.4, -0.2], [0.0, 0.0, -0.3], [-0.4, 0.0, -0.1], [0.2, -0.1, -0.3], [0.2, 0.2, -0.4], [-0.4, 0.1, -0.4], [0.3, 0.2, 0.4], [0.2, 0.2, -0.2], [-0.1, -0.6, -0.2], [-0.2, -0.3, 0.0], [0.1, -0.4, -0.1], [0.1, 0.1, -0.1], [-0.1, -0.4, 0.6], [0.2, 0.0, 0.0], [-0.3, 0.0, 0.0], [-0.3, 0.0, 0.0], [0.1, -0.2, 0.3], [0.7, -0.6, 0.5], [0.4, -0.2, -0.1], [0.1, 0.3, 0.0], [0.2, -0.2, 0.1], [-0.1, -0.3, 0.1], [1.4, 0.6, 0.2], [-0.1, -0.9, -1.9], [1.2, 0.4, 1.1], [-1.3, -0.1, -0.2], [-1.0, 0.1, 0.7], [0.0, 0.1, 0.2], [0.0, 0.0, 0.1], [0.0, 0.0, 0.0], [-0.2, 0.2, -0.1], [-0.1, 0.1, 0.2], [-0.1, 0.2, 0.4], [0.0, 0.0, 0.3], [0.5, 0.0, -0.2], [0.0, 0.2, -0.2], [-0.1, 0.0, -0.6], [0.2, -0.1, 0.1], [-0.3, -0.5, 1.0], [-0.1, 0.1, -0.8], [1.0, -0.6, 1.5], [0.2, 0.9, -0.1], [-0.5, -0.6, -1.1], [-0.9, -0.7, -0.5], [0.3, 0.1, -0.2], [0.0, 0.2, -0.3], [0.0, -0.1, -0.1], [0.1, 0.0, 0.0], [0.1, -0.2, -0.1], [-0.9, 0.2, -0.4], [0.0, 0.2, 0.0], [0.0, 0.2, 0.5], [0.1, 0.2, 0.3], [0.1, 0.5, 0.2], [0.5, -0.2, 0.5]]
}